[1]
Entry from the OMol25 dataset: a molecular structure, C49H38AsN2P2STeZn (ωB97M-V/def2-TZVPD).

Last column: Mulliken charge in e.
Positions of all 95 atoms, in Å:
Te  -1.581  0.589  4.432  0.392
As  2.167  -0.937  -0.364  1.695
Zn  -0.445  -1.291  -0.632  0.978
S  -0.401  0.421  -2.154  -0.583
P  -0.041  1.712  1.571  1.973
P  -1.298  -1.011  1.616  1.474
N  -0.910  -4.271  -1.570  -0.727
N  -5.402  3.688  4.671  -0.680
C  -0.488  -2.301  2.653  0.923
C  1.598  -2.962  3.694  -0.662
C  0.425  2.806  2.973  -0.266
C  -0.323  -4.389  3.850  -0.695
C  -5.754  -2.189  1.204  -0.621
C  -1.066  -3.482  3.105  -0.623
C  1.131  4.256  5.265  -0.516
C  -3.240  1.894  4.501  0.380
C  -3.095  3.321  -0.674  -0.752
C  3.449  -3.303  -3.636  -0.687
C  1.403  2.180  -3.082  -0.755
C  -4.966  3.009  5.732  -0.339
C  3.750  2.298  -2.556  -0.865
C  -3.909  2.114  5.702  -0.534
C  4.787  0.853  2.353  -0.843
C  -1.178  4.732  -0.978  -0.620
C  1.819  3.097  4.934  -0.860
C  3.360  -4.588  -3.120  -0.552
C  2.964  -4.779  -1.804  -0.598
C  2.761  -2.392  -1.517  0.136
C  -1.060  2.855  0.547  0.532
C  -2.375  2.541  0.220  -0.435
C  5.724  -1.312  1.896  -0.692
C  -4.757  3.467  3.524  -0.534
C  0.086  4.684  4.459  -0.788
C  -1.144  0.555  2.385  -1.435
C  -4.761  -3.079  0.817  -0.855
C  2.356  0.597  -1.541  -0.637
C  1.226  1.078  -2.232  0.385
C  -0.464  3.951  -0.081  -0.541
C  4.682  -1.580  1.016  -0.499
C  0.853  -2.054  2.960  -0.210
C  1.466  2.382  3.799  0.104
C  -0.739  -3.173  -1.250  -0.176
C  -5.402  -0.957  1.738  -0.723
C  3.156  -2.206  -2.836  -0.530
C  -2.500  4.422  -1.274  -0.543
C  3.688  -0.632  0.804  0.073
C  5.776  -0.099  2.567  -0.572
C  -0.264  3.965  3.324  -0.400
C  -3.059  -1.516  1.525  1.023
C  3.747  0.587  1.475  0.103
C  1.008  -4.137  4.143  -0.729
C  2.637  2.782  -3.239  -0.649
C  3.597  1.209  -1.716  -0.116
C  -3.687  2.596  3.389  -0.441
C  2.657  -3.686  -1.009  -0.190
C  -4.063  -0.624  1.894  -0.670
C  -3.423  -2.744  0.968  -0.558
H  -2.663  -3.440  0.631  0.535
H  2.975  1.328  1.303  0.586
H  1.989  1.463  3.565  0.412
H  2.733  3.635  -3.901  0.366
H  3.742  -3.151  -4.668  0.387
H  4.455  0.824  -1.179  0.476
H  -0.471  5.575  4.722  0.405
H  4.817  1.802  2.875  0.437
H  -6.166  -0.250  2.034  0.453
H  -3.793  0.343  2.298  0.030
H  4.720  2.765  -2.676  0.385
H  0.540  2.559  -3.615  0.420
H  -1.099  4.297  2.720  0.307
H  2.625  2.741  5.565  0.423
H  -0.702  5.582  -1.451  0.411
H  6.588  0.106  3.256  0.374
H  -6.797  -2.451  1.079  0.376
H  -3.204  2.474  2.427  0.530
H  6.497  -2.054  2.052  0.381
H  -3.057  5.029  -1.977  0.360
H  2.861  -5.781  -1.406  0.376
H  3.578  -5.441  -3.750  0.357
H  -5.022  -4.034  0.380  0.413
H  -5.115  4.018  2.660  0.407
H  2.294  -3.843  0.002  0.491
H  -0.792  -5.299  4.204  0.411
H  1.310  -1.127  2.624  0.044
H  -5.495  3.189  6.663  0.371
H  1.401  4.817  6.151  0.360
H  1.584  -4.849  4.721  0.381
H  0.571  4.194  0.134  0.429
H  -2.105  -3.695  2.892  0.418
H  3.221  -1.205  -3.245  0.344
H  -4.118  3.058  -0.913  0.457
H  2.637  -2.749  3.917  0.482
H  -2.836  1.671  0.677  0.020
H  -3.621  1.595  6.610  0.344
H  4.651  -2.525  0.487  0.367

## Properties
HOMO-LUMO gap: 6.76 eV
E_tot: -200375.5150 eV
F_max: 0.59 eV Å⁻¹
energy above the lowest of the compared OMol25 structures with the same formula, charge and spin: 0.0 kJ/mol
HOMO: -0.1657 hartree
net charge: -1


[2]
Entry from the OMol25 dataset: a molecular structure, C49H38AsNO2PPtS (ωB97M-V/def2-TZVPD).

Last column: Mulliken charge in e.
Positions of all 94 atoms, in Å:
Pt  0.554  -0.742  0.033  4.380
As  -0.916  1.860  0.032  -0.028
S  0.264  -0.708  -2.252  -0.698
P  -1.191  -2.150  0.246  0.257
O  0.321  -0.499  2.112  -0.830
O  1.310  -1.349  3.941  -0.744
N  2.558  -0.146  -0.065  0.614
C  -2.468  5.688  1.273  -0.802
C  -2.434  -3.707  2.134  -0.416
C  -1.575  4.684  0.915  -0.391
C  3.193  -1.967  1.424  -0.428
C  2.622  3.312  1.744  -0.576
C  -1.686  2.942  -2.564  -0.548
C  -5.004  -2.200  -1.346  -0.820
C  5.340  0.830  -2.320  -0.616
C  -1.862  2.991  -3.934  -0.823
C  -1.388  1.936  -4.704  -0.748
C  -5.556  -1.075  -0.755  -0.701
C  -0.760  0.867  -4.100  -1.008
C  4.639  0.220  -1.294  -0.759
C  1.208  3.828  -0.583  0.008
C  3.909  -2.456  2.507  -0.414
C  0.132  -5.976  -1.996  -0.659
C  -1.853  -4.001  4.437  -0.590
C  -4.793  -0.305  0.112  -0.786
C  -2.913  -1.778  -0.223  0.881
C  0.759  2.843  0.292  0.159
C  4.717  1.715  -3.191  -0.825
C  1.476  2.580  1.453  -0.423
C  4.188  0.186  1.736  0.163
C  3.305  -0.633  1.021  -0.465
C  -2.666  -4.314  3.355  -0.788
C  -0.580  0.789  -2.706  0.601
C  -3.836  5.470  1.218  -0.450
C  -1.407  -2.773  1.965  -0.115
C  -0.758  -3.697  -0.637  0.583
C  3.065  4.292  0.869  -0.605
C  0.491  -1.374  3.045  -0.197
C  3.364  1.965  -3.004  -0.786
C  0.269  -5.886  -0.620  -0.729
C  -3.689  -2.556  -1.075  -0.176
C  2.357  4.549  -0.298  -0.671
C  -2.037  3.437  0.502  -0.140
C  -3.476  -0.648  0.373  -0.942
C  3.268  0.481  -1.076  0.109
C  -0.831  -3.082  4.282  -0.617
C  -0.883  -3.793  -2.025  -0.182
C  -0.175  -4.758  0.055  -0.920
C  2.658  1.368  -1.976  0.503
C  -1.052  1.870  -1.928  0.595
C  -0.602  -2.448  3.062  0.742
C  4.909  -0.307  2.809  -0.873
C  4.774  -1.632  3.208  -0.634
C  -3.417  3.229  0.467  -0.052
C  -4.312  4.231  0.811  -0.589
C  -0.446  -4.926  -2.695  -0.988
H  -2.355  3.838  -4.395  0.413
H  4.300  1.217  1.424  0.781
H  1.156  1.786  2.120  0.169
H  1.614  1.592  -1.854  -0.231
H  -5.596  -2.809  -2.018  0.421
H  -3.472  -5.029  3.458  0.432
H  -2.084  6.648  1.596  0.406
H  -3.060  -3.967  1.287  0.402
H  2.545  -2.625  0.854  0.461
H  -0.513  4.878  0.970  0.307
H  -0.386  0.053  -4.710  0.439
H  0.662  4.028  -1.498  0.339
H  5.579  0.354  3.349  0.363
H  -0.546  -4.977  -3.772  0.419
H  3.972  4.845  1.086  0.349
H  -3.273  -3.445  -1.529  0.536
H  2.840  2.648  -3.666  0.428
H  0.731  -6.692  -0.062  0.425
H  0.481  -6.856  -2.523  0.382
H  3.177  3.092  2.648  0.350
H  -6.582  -0.797  -0.966  0.384
H  -0.177  -2.816  5.102  0.500
H  2.709  5.299  -0.996  0.382
H  -2.048  3.763  -1.957  0.324
H  5.328  -2.010  4.058  0.337
H  5.154  -0.478  -0.647  0.398
H  -4.527  6.258  1.494  0.356
H  -5.379  4.043  0.766  0.401
H  5.268  2.189  -3.995  0.372
H  -5.226  0.567  0.587  0.550
H  6.392  0.597  -2.444  0.373
H  -2.877  -0.050  1.050  0.635
H  3.779  -3.491  2.804  0.354
H  -1.301  -2.969  -2.584  0.624
H  -0.046  -4.705  1.128  0.333
H  -1.504  1.946  -5.782  0.363
H  -3.800  2.265  0.151  0.291
H  -2.020  -4.470  5.399  0.387

## Properties
HOMO-LUMO gap: 6.04 eV
E_tot: -141228.2189 eV
F_max: 0.98 eV Å⁻¹
energy above the lowest of the compared OMol25 structures with the same formula, charge and spin: 65.7 kJ/mol
HOMO: -0.1350 hartree
net charge: -1